ORCA calculation (wB97M-V/def2-TZVPD) on 2 unconnected molecules or ions with the total composition C4H11NO.

As for the SMILES: CC(N)=O.CC. For the energy above the lowest of the compared OMol25 structures with the same formula, charge and spin, the calculation gives 165.0 kJ/mol. For the orbital gap, the calculation gives 10.09 eV. The value obtained for the calculated total energy is -7862.844 eV.

Each atom is followed by the atoms it is bonded to, with distances in Å.
Atoms and positions in Å:
1 H 0.9433 2.5062 -0.5296  C12 1.092
2 H -0.5194 -3.9029 0.7909  C7 1.136
3 O 2.0778 -3.2572 0.1743  C4 1.237
4 C 1.0328 -2.6027 0.2721  O3 1.237, C7 1.489, N17 1.428
5 H -0.9183 -2.7757 -0.2807  C7 1.062
6 H 0.7999 -0.5834 0.3257  N17 0.969
7 C -0.3980 -2.7825 0.6445  H2 1.136, C4 1.489, H5 1.062, H10 1.154
8 H 0.0825 3.4440 0.5463  C12 1.079
9 C -1.2993 2.5301 -0.8130  H11 1.033, C12 1.538, H13 1.114, H15 1.039
10 H -0.6488 -2.0514 1.5014  C7 1.154
11 H -1.5495 3.4263 -1.2610  C9 1.033
12 C -0.0037 2.5091 0.0151  H1 1.092, H8 1.079, C9 1.538, H16 1.120
13 H -1.1778 1.7778 -1.6262  C9 1.114
14 H 2.2469 -1.0167 -0.4791  N17 0.993
15 H -2.1004 2.2415 -0.2184  C9 1.039
16 H -0.0172 1.7906 0.8747  C12 1.120
17 N 1.4493 -1.2530 0.0629  C4 1.428, H6 0.969, H14 0.993

=====

ORCA calculation (wB97M-V/def2-TZVPD) on 7 unconnected molecules or ions with the total composition C22H27N7O3.

As for the SMILES: CCOc1cccc2c1C(=O)NC2=O.CC#N.CC#N.CC#N.CC#N.CC#N.CC#N. For the energy above the lowest of the compared OMol25 structures with the same formula, charge and spin, the calculation gives 398.6 kJ/mol. For the orbital gap, the calculation gives 8.76 eV. The value obtained for the calculated total energy is -39821.788 eV.

Each atom is followed by the atoms it is bonded to, with distances in Å.
Atoms and positions in Å:
1 H 0.2580 1.9614 -4.2580  C57 1.090
2 C -0.3682 0.3062 3.2301  O43 1.198, N53 1.436, C58 1.553
3 C 0.0893 -0.3108 9.0810  N25 1.147, C46 1.482
4 C 0.6057 -2.0818 -0.3778  C8 1.472, H12 1.114, C42 1.468
5 H 0.3507 -3.7919 1.1128  C8 1.108
6 H 0.7544 -0.1965 -1.6159  C42 1.122
7 C 0.2237 0.2305 0.5440  O39 1.399, C42 1.472, C58 1.455
8 C 0.3333 -2.6988 0.9310  C4 1.472, H5 1.108, C32 1.448
9 H 1.9879 2.3308 -4.3617  C57 1.085
10 H -4.2247 -2.1572 0.7444  C38 1.086
11 C 3.6844 4.1886 -5.0187  C13 1.484, N26 1.149
12 H 0.8554 -2.7293 -1.2488  C4 1.114
13 C 4.7208 4.6230 -4.0487  C11 1.484, H20 1.090, H40 1.090, H55 1.087
14 C -5.2137 -3.6097 2.8400  N27 1.148, C30 1.481
15 C -3.5889 -0.9417 -0.8645  C38 1.482, N52 1.148
16 C 5.8187 2.0751 -6.2798  N21 1.147, C41 1.480
17 H 0.9757 -0.6690 7.1920  C46 1.089
18 H -1.7373 2.8316 -1.5450  C50 1.118
19 H -3.0745 1.8894 -0.6887  C50 1.122
20 H 4.4158 4.3535 -3.0371  C13 1.090
21 N 6.3593 3.0728 -6.1099  C16 1.147
22 H -4.1387 -5.0730 3.9264  C30 1.090
23 H 5.6686 -0.0177 -6.0119  C41 1.090
24 H -4.2483 -5.3735 2.1803  C30 1.090
25 N 0.1063 0.1678 10.1237  C3 1.147
26 N 2.8737 3.8576 -5.7628  C11 1.149
27 N -5.5423 -2.5223 2.6742  C14 1.148
28 C 1.5421 0.3317 -3.8408  C57 1.481, N59 1.149
29 O -0.2592 -3.0831 4.1600  C44 1.198
30 C -4.7895 -5.0128 3.0546  C14 1.481, H22 1.090, H24 1.090, H36 1.089
31 H -1.6617 0.9792 -1.3668  C50 1.113
32 C 0.0454 -1.8022 2.0308  C8 1.448, C44 1.548, C58 1.475
33 H 5.0495 0.5813 -7.5642  C41 1.089
34 H -1.2805 3.0660 0.9262  C56 1.123
35 H 1.2090 1.3894 -5.6432  C57 1.089
36 H -5.6636 -5.6423 3.2176  C30 1.089
37 H -4.0185 -0.4449 1.1487  C38 1.090
38 C -4.3616 -1.1420 0.3847  H10 1.086, C15 1.482, H37 1.090, H54 1.089
39 O 0.1178 1.6193 0.4132  C7 1.399, C56 1.440
40 H 4.8506 5.7034 -4.1052  C13 1.090
41 C 5.1192 0.7885 -6.4969  C16 1.480, H23 1.090, H33 1.089, H48 1.090
42 C 0.5601 -0.6314 -0.6005  C4 1.468, H6 1.122, C7 1.472
43 O -0.4021 1.4908 3.4051  C2 1.198
44 C -0.2824 -2.0716 3.5193  O29 1.198, C32 1.548, N53 1.458
45 H -0.7949 -0.5696 7.1752  C46 1.089
46 C 0.0676 -0.9291 7.7343  C3 1.482, H17 1.089, H45 1.089, H51 1.090
47 H -1.6324 -0.7329 4.3187  N53 1.028
48 H 4.1149 0.8391 -6.0770  C41 1.090
49 H -1.8790 1.3998 1.2011  C56 1.118
50 C -1.9756 1.9434 -0.9092  H18 1.118, H19 1.122, H31 1.113, C56 1.589
51 H 0.0059 -2.0131 7.8251  C46 1.090
52 N -2.9881 -0.7805 -1.8289  C15 1.148
53 N -0.6246 -0.7888 4.1227  C2 1.436, C44 1.458, H47 1.028
54 H -5.4206 -0.9711 0.1973  C38 1.089
55 H 5.6672 4.1391 -4.2769  C13 1.087
56 C -1.2612 2.0235 0.5082  H34 1.123, O39 1.440, H49 1.118, C50 1.589
57 C 1.2307 1.5820 -4.5714  H1 1.090, H9 1.085, C28 1.481, H35 1.089
58 C -0.0152 -0.3382 1.8615  C2 1.553, C7 1.455, C32 1.475
59 N 1.7852 -0.6379 -3.2737  C28 1.149

=====

ORCA calculation (wB97M-V/def2-TZVPD) on a gas-phase ion, C3H3O3 (charge +1).

For the energy above the lowest of the compared OMol25 structures with the same formula, charge and spin, the calculation gives 158.3 kJ/mol. For the orbital gap, the calculation gives 10.29 eV. The net charge is +1. The value obtained for the calculated total energy is -9291.281 eV.

Each atom is followed by the atoms it is bonded to, with distances in Å.
Atoms and positions in Å:
1 H -0.7768 -1.6953 0.0630  C3 1.160
2 O -2.3270 -0.2992 0.0133  C3 1.363, H8 0.947
3 C -0.9885 -0.5549 0.0487  H1 1.160, O2 1.363, C9 1.329
4 O 1.1906 -0.1818 0.0237  C5 1.176, C9 1.373
5 C 2.3461 0.0339 0.0031  O4 1.176, O6 1.132
6 O 3.4628 0.2164 0.0067  C5 1.132
7 H -0.2767 1.4808 -0.0861  C9 1.117
8 H -2.5740 0.6085 -0.0976  O2 0.947
9 C -0.0564 0.3917 0.0251  C3 1.329, O4 1.373, H7 1.117

=====

ORCA calculation (wB97M-V/def2-TZVPD) on 2 unconnected molecules or ions with the total composition C38H69Si4.

For the orbital gap, the calculation gives 5.79 eV. The net charge is +1. The value obtained for the calculated total energy is -72032.189 eV.

Each atom is followed by the atoms it is bonded to, with distances in Å.
Atoms and positions in Å:
1 C -3.4275 2.1854 17.3730  C30 1.539, H37 1.097, H78 1.098, C92 1.525
2 H -1.3943 1.0217 9.2596  C105 1.094
3 C -3.8652 2.0192 13.4781  Si6 1.868, H34 1.099, H75 1.097, H84 1.100
4 C 2.8610 2.9495 7.6904  C53 1.409, C95 1.373, H103 1.086
5 H 1.3063 6.2684 16.2053  C69 1.098
6 Si -3.7638 3.3645 14.7698  C3 1.868, C30 1.873, C32 1.902, C98 1.883
7 H 3.0275 5.9404 15.9536  C69 1.098
8 H 3.5978 3.0968 13.8532  C13 1.098
9 C -4.7740 2.8200 9.7071  H12 1.088, C36 1.388, C64 1.374
10 H 0.1343 1.8758 10.6621  C43 1.081
11 H -0.1595 9.7847 12.9980  C88 1.101
12 H -5.7445 3.2760 9.8921  C9 1.088
13 C 2.6307 2.9322 14.3466  H8 1.098, H70 1.099, H87 1.098, Si111 1.872
14 C -3.4378 1.1328 8.6444  C36 1.395, H79 1.087, C105 1.392
15 H -1.4315 3.7871 11.6390  C26 1.089
16 H -1.1301 4.6281 10.1552  C26 1.104
17 H -0.5418 4.0016 15.4050  C96 1.107
18 H 3.1966 6.8434 10.7992  C24 1.091
19 H -0.2201 7.0097 12.5431  C62 1.108
20 H 4.6116 6.1216 11.5096  C24 1.093
21 H 5.5504 -0.3370 7.2778  C46 1.098
22 H -6.7505 1.3410 8.7000  C33 1.098
23 H 3.1842 6.1721 13.4539  C85 1.102
24 C 3.7257 5.8955 10.9105  H18 1.091, H20 1.093, C74 1.531, C106 1.521
25 H -6.7525 11.5663 15.9525  C56 1.095
26 C -1.1905 3.6159 10.5909  H15 1.089, H16 1.104, C40 1.544, C43 1.515
27 H -3.7350 7.7517 14.9422  C100 1.097
28 H 5.2191 0.4098 5.7307  C46 1.093
29 H -2.8919 3.7281 18.7572  C92 1.093
30 C -2.6689 2.7671 16.1672  C1 1.539, Si6 1.873, H67 1.095, H102 1.094
31 H -4.0765 10.5124 13.6443  C47 1.099
32 C -3.2212 5.0501 14.0743  Si6 1.902, H48 1.113, Si50 1.824, H93 1.115
33 C -5.8949 1.4514 8.0209  H22 1.098, C36 1.490, H38 1.104, H72 1.095
34 H -4.6892 2.2151 12.7784  C3 1.099
35 H -1.5896 10.7917 12.7126  C88 1.099
36 C -4.6651 1.7784 8.7961  C9 1.388, C14 1.395, C33 1.490
37 H -4.4847 2.4755 17.3379  C1 1.097
38 H -6.1832 2.2764 7.3464  C33 1.104
39 H 1.9888 4.6248 11.1009  C74 1.097
40 C -2.3913 2.7840 10.0899  C26 1.544, C64 1.399, C105 1.410
41 H -3.7412 4.1603 11.0358  C64 1.096
42 H -3.6347 9.0375 11.0904  C80 1.099
43 C 0.0775 2.8671 10.2338  H10 1.081, C26 1.515, C57 1.363
44 H -5.5282 9.3490 16.0388  C109 1.090
45 H -6.1231 2.8744 15.3239  C98 1.098
46 C 4.7443 -0.1060 6.5691  H21 1.098, H28 1.093, C71 1.490, H81 1.095
47 C -4.1297 9.8250 14.5005  H31 1.099, H86 1.098, C100 1.530, C109 1.515
48 H -3.8837 5.3110 13.2192  C32 1.113
49 H -5.9418 4.5463 14.7351  C98 1.101
50 Si -1.4712 5.1895 13.5793  C32 1.824, C62 1.861, C96 1.867
51 H 2.3959 -0.8786 7.6688  C97 1.096
52 H -1.9563 8.7012 10.5940  C80 1.098
53 C 1.8227 2.4063 8.4730  C4 1.409, C57 1.453, C60 1.412
54 H 5.0041 5.9317 9.1488  C106 1.096
55 H 4.3812 4.3301 9.5524  C106 1.094
56 C -5.7691 11.4269 15.4913  H25 1.095, H63 1.096, H66 1.096, C109 1.523
57 C 1.0272 3.2594 9.3389  C43 1.363, C53 1.453, H65 1.088
58 H 3.3907 4.0277 11.9241  C74 1.099
59 H -1.1943 10.2777 14.3679  C88 1.101
60 C 1.6325 1.0086 8.4035  C53 1.412, H68 1.090, C97 1.380
61 Si -2.2041 8.3800 13.0251  C62 1.885, C80 1.876, C88 1.893, C100 1.898
62 C -0.9918 6.9712 13.3370  H19 1.108, Si50 1.861, Si61 1.885, H104 1.114
63 H -5.7315 12.0441 14.5861  C56 1.096
64 C -3.6607 3.3137 10.3441  C9 1.374, C40 1.399, H41 1.096
65 H 1.1511 4.3276 9.1706  C57 1.088
66 H -5.0086 11.7986 16.1882  C56 1.096
67 H -2.0237 1.9880 15.7475  C30 1.095
68 H 0.7779 0.5746 8.9216  C60 1.090
69 C 2.0378 5.4704 16.0185  H5 1.098, H7 1.098, H108 1.097, Si111 1.878
70 H 2.8245 2.5378 15.3535  C13 1.099
71 C 3.6790 0.7509 7.1625  C46 1.490, C95 1.400, C97 1.390
72 H -5.8216 0.5331 7.4287  C33 1.095
73 H -3.3808 0.9170 19.8790  C77 1.094
74 C 2.8325 4.9520 11.7203  C24 1.531, H39 1.097, H58 1.099, C85 1.541
75 H -2.9360 1.9085 12.9062  C3 1.097
76 H -6.2519 9.5848 14.4602  C109 1.091
77 C -3.4602 2.0073 19.9232  H73 1.094, H82 1.093, C92 1.521, H110 1.094
78 H -3.4185 1.0877 17.3440  C1 1.098
79 H -3.3448 0.3024 7.9487  C14 1.087
80 C -2.7787 8.3643 11.2389  H42 1.099, H52 1.098, Si61 1.876, H83 1.097
81 H 4.3276 -1.0557 6.2163  C46 1.095
82 H -4.5179 2.2764 19.9909  C77 1.093
83 H -3.0798 7.3471 10.9604  C80 1.097
84 H -4.0716 1.0696 13.9944  C3 1.100
85 C 2.3371 5.6183 13.0182  H23 1.102, C74 1.541, H91 1.097, Si111 1.892
86 H -3.3641 10.1811 15.2031  C47 1.098
87 H 2.0777 2.1754 13.7749  C13 1.098
88 C -1.1996 9.9582 13.3138  H11 1.101, H35 1.099, H59 1.101, Si61 1.893
89 H -4.6110 8.0129 13.4278  C100 1.100
90 H -0.2377 3.0848 13.9051  C96 1.109
91 H 1.5550 6.3482 12.7747  C85 1.097
92 C -2.8210 2.6391 18.6961  C1 1.525, H29 1.093, C77 1.521, H94 1.092
93 H -3.3969 5.8293 14.8519  C32 1.115
94 H -1.7545 2.4044 18.6779  C92 1.092
95 C 3.8377 2.1422 7.1615  C4 1.373, C71 1.400, H101 1.087
96 C -0.1785 4.0935 14.3634  H17 1.107, Si50 1.867, H90 1.109, Si111 1.910
97 C 2.5384 0.2061 7.7408  H51 1.096, C60 1.380, C71 1.390
98 C -5.4966 3.7747 15.3819  Si6 1.883, H45 1.098, H49 1.101, H107 1.100
99 H 3.3111 5.5487 8.8189  C106 1.096
100 C -3.7961 8.3990 14.0584  H27 1.097, C47 1.530, Si61 1.898, H89 1.100
101 H 4.7361 2.5641 6.7192  C95 1.087
102 H -2.0215 3.5766 16.5185  C30 1.094
103 H 2.9069 4.0268 7.5601  C4 1.086
104 H -0.4882 7.1951 14.3050  C62 1.114
105 C -2.3307 1.5784 9.3613  H2 1.094, C14 1.392, C40 1.410
106 C 4.1291 5.3945 9.5323  C24 1.521, H54 1.096, H55 1.094, H99 1.096
107 H -5.4846 4.1445 16.4173  C98 1.100
108 H 2.0453 4.7971 16.8847  C69 1.097
109 C -5.4938 9.9697 15.1434  H44 1.090, C47 1.515, C56 1.523, H76 1.091
110 H -2.9723 2.3436 20.8428  C77 1.094
111 Si 1.6771 4.5415 14.4272  C13 1.872, C69 1.878, C85 1.892, C96 1.910

=====

ORCA calculation (wB97M-V/def2-TZVPD) on C2H4N2O2 in the gas phase.

As for the SMILES: O=[N+]([O-])N1CC1. For the energy above the lowest of the compared OMol25 structures with the same formula, charge and spin, the calculation gives 632.1 kJ/mol. For the orbital gap, the calculation gives 10.85 eV. The value obtained for the calculated total energy is -9208.671 eV.

Each atom is followed by the atoms it is bonded to, with distances in Å.
Atoms and positions in Å:
1 O -2.1520 -1.1160 -0.0954  N5 1.206
2 O -1.7763 0.9685 0.3774  N5 1.239
3 C 0.7716 0.7442 -0.2659  H4 1.060, C6 1.475, N9 1.464, H10 1.022
4 H 0.3381 1.5237 0.3066  C3 1.060
5 N -1.4443 -0.1400 -0.0660  O1 1.206, O2 1.239, N9 1.337
6 C 0.9316 -0.6421 0.2122  C3 1.475, H7 1.067, H8 1.026, N9 1.419
7 H 0.5209 -0.8326 1.1781  C6 1.067
8 H 1.6319 -1.3227 -0.1021  C6 1.026
9 N -0.2114 -0.3014 -0.5566  C3 1.464, N5 1.337, C6 1.419
10 H 1.3899 1.1183 -0.9883  C3 1.022

=====

ORCA calculation (wB97M-V/def2-TZVPD) on C9H5F4N in the gas phase.

For the energy above the lowest of the compared OMol25 structures with the same formula, charge and spin, the calculation gives 25.5 kJ/mol. For the orbital gap (spin up / spin down), the calculation gives 6.55 / 8.61 eV. The value obtained for the calculated total energy is -21769.440 eV.

Each atom is followed by the atoms it is bonded to, with distances in Å.
Atoms and positions in Å:
1 C -0.0272 0.3855 0.3333  C2 1.396, C12 1.345, C16 1.580
2 C -0.8520 -0.6797 -0.0328  C1 1.396, C7 1.352, C15 1.438
3 H -0.9602 1.4678 -0.9900  C16 1.062
4 H -1.1029 2.4474 0.3545  C16 1.069
5 F -1.0559 -2.9814 -0.4429  C15 1.339
6 H -3.4516 -0.5148 -2.1242  N8 1.032
7 C -1.9538 -0.6842 -0.8169  C2 1.352, N8 1.230
8 N -3.1368 -0.6212 -1.1477  H6 1.032, C7 1.230
9 C 0.8647 -2.2146 0.6943  H14 1.084, C15 1.341, C17 1.375
10 F 2.8207 -1.3682 1.6865  C17 1.321
11 F 1.4927 3.1369 0.4872  C19 1.309
12 C 1.1352 0.1525 0.9681  C1 1.345, C17 1.421, H18 1.128
13 F 1.5186 2.2544 -1.5300  C19 1.373
14 H 1.2620 -3.2187 0.7866  C9 1.084
15 C -0.3406 -2.0121 0.1420  C2 1.438, F5 1.339, C9 1.341
16 C -0.3982 1.8372 -0.1686  C1 1.580, H3 1.062, H4 1.069, C19 1.493
17 C 1.6474 -1.1652 1.1154  C9 1.375, F10 1.321, C12 1.421
18 H 1.7972 1.0373 1.1935  C12 1.128
19 C 0.7408 2.7410 -0.5081  F11 1.309, F13 1.373, C16 1.493

=====

ORCA calculation (wB97M-V/def2-TZVPD) on C11H9NO in the gas phase.

As for the SMILES: c1ccc(Oc2cccnc2)cc1. For the energy above the lowest of the compared OMol25 structures with the same formula, charge and spin, the calculation gives 443.0 kJ/mol. For the orbital gap, the calculation gives 8.59 eV. The value obtained for the calculated total energy is -15084.679 eV.

Each atom is followed by the atoms it is bonded to, with distances in Å.
Atoms and positions in Å:
1 C -0.2494 -1.3363 -0.1481  H5 1.104, C6 1.379, C14 1.505
2 H 2.0885 0.0982 -1.9716  C19 1.135
3 H 1.3812 -4.1392 -0.9911  C21 1.094
4 O 0.0827 0.9171 -1.2700  C14 1.425, C17 1.424
5 H -1.2038 -1.2693 0.4022  C1 1.104
6 C 0.2903 -2.5981 -0.0108  C1 1.379, H11 1.031, C21 1.554
7 H 2.9251 -2.3875 -2.4784  C16 1.078
8 C -0.3800 0.9066 1.2966  C17 1.432, C20 1.359, H22 1.129
9 H -1.4624 3.0583 -1.4473  C10 1.250
10 C -1.4177 2.5341 -0.3138  H9 1.250, N12 1.385, C17 1.508
11 H -0.1135 -3.3969 0.5011  C6 1.031
12 N -1.9561 3.3895 0.6326  C10 1.385, C15 1.467
13 H -1.9513 3.2159 2.8439  C15 1.169
14 C 0.3901 -0.4731 -1.2024  C1 1.505, O4 1.425, C19 1.370
15 C -1.3632 2.9026 1.8833  N12 1.467, H13 1.169, C20 1.291
16 C 2.1178 -2.0707 -1.8387  H7 1.078, C19 1.320, C21 1.469
17 C -0.5454 1.3307 -0.0607  O4 1.424, C8 1.432, C10 1.508
18 H -0.6518 1.5670 3.2690  C20 1.087
19 C 1.5393 -0.8847 -1.8246  H2 1.135, C14 1.370, C16 1.320
20 C -0.6888 1.8545 2.2208  C8 1.359, C15 1.291, H18 1.087
21 C 1.3470 -3.0479 -1.0583  H3 1.094, C6 1.554, C16 1.469
22 H -0.1785 -0.1708 1.5663  C8 1.129